Computed, not measured: a structure of composition C27H50LiN3Si3, with ωB97M-V/def2-TZVPD.

CARTESIAN COORDINATES (ANGSTROEM)
Li (0.51, -0.97, 0.02)
C (-0.27, 0.26, -2.61)
N (-0.87, -0.75, -1.73)
C (-2.23, -0.37, -1.38)
C (-0.70, -2.07, -2.27)
C (-1.73, -2.76, -2.87)
C (-1.55, -4.06, -3.35)
C (-0.32, -4.66, -3.19)
C (0.74, -3.98, -2.59)
C (0.59, -2.67, -2.11)
N (1.47, -1.92, -1.40)
C (2.79, -2.16, -1.21)
C (3.66, -2.95, -1.99)
C (5.01, -3.08, -1.68)
C (5.56, -2.43, -0.59)
C (4.73, -1.60, 0.18)
C (3.39, -1.45, -0.12)
N (2.55, -0.52, 0.61)
C (2.74, -0.52, 2.05)
C (2.69, 0.83, 0.05)
H (-0.80, 0.31, -3.57)
H (0.77, 0.02, -2.79)
H (-0.34, 1.24, -2.13)
H (-2.88, -0.27, -2.25)
H (-2.19, 0.59, -0.87)
H (-2.64, -1.11, -0.69)
H (-2.71, -2.29, -2.96)
H (-2.38, -4.59, -3.81)
H (-0.17, -5.68, -3.53)
H (1.67, -4.50, -2.42)
H (3.27, -3.43, -2.87)
H (5.64, -3.70, -2.31)
H (6.60, -2.54, -0.34)
H (5.15, -1.05, 1.01)
H (3.74, -0.17, 2.35)
H (2.57, -1.52, 2.44)
H (2.00, 0.14, 2.50)
H (3.70, 1.23, 0.22)
H (1.96, 1.51, 0.50)
H (2.52, 0.79, -1.02)
C (-1.49, -3.27, 4.38)
Si (-1.77, -2.89, 2.51)
C (-3.47, -2.04, 2.52)
C (-2.01, -4.61, 1.75)
C (-0.55, -1.96, 1.61)
H (-2.30, -3.85, 4.82)
H (-1.38, -2.33, 4.93)
H (-0.56, -3.82, 4.51)
H (-4.21, -2.61, 3.10)
H (-3.85, -1.93, 1.50)
H (-3.40, -1.04, 2.95)
H (-2.72, -5.22, 2.33)
H (-1.05, -5.15, 1.73)
H (-2.36, -4.53, 0.72)
H (0.37, -2.50, 1.37)
H (-0.38, -0.91, 1.88)
C (-1.58, 1.86, 2.71)
Si (-1.63, 3.28, 1.46)
C (-3.47, 3.34, 0.92)
C (-1.45, 4.89, 2.46)
C (-0.41, 3.08, 0.17)
Si (0.18, 4.26, -1.03)
C (0.52, 5.99, -0.32)
C (-0.96, 4.65, -2.52)
C (1.80, 3.73, -1.87)
H (-2.33, 1.98, 3.50)
H (-0.59, 1.78, 3.18)
H (-1.77, 0.90, 2.21)
H (-4.15, 3.46, 1.77)
H (-3.73, 2.42, 0.40)
H (-3.63, 4.17, 0.23)
H (-2.16, 4.90, 3.29)
H (-1.63, 5.77, 1.85)
H (-0.44, 4.98, 2.88)
H (-0.25, 2.03, -0.11)
H (-0.40, 6.48, 0.00)
H (0.98, 6.63, -1.08)
H (1.19, 5.94, 0.54)
H (-1.93, 5.01, -2.17)
H (-1.15, 3.73, -3.09)
H (-0.53, 5.39, -3.20)
H (2.63, 3.70, -1.15)
H (2.07, 4.42, -2.67)
H (1.71, 2.73, -2.31)

Values from the calculation:
gap between HOMO and LUMO: 5.6 eV
relative energy (zero: lowest compared OMol25 entry of this formula, charge and spin): 0.2950 eV
charge: -2
E: -57121.401 eV

How is the electron density shared among the atoms? According to Löwdin, the charges in e are: number 1, Li, carries 0.516; number 2, C, carries -0.078; number 3, N, carries -0.236; number 4, C, carries -0.096; number 5, C, carries -0.205; number 6, C, carries -0.048; number 7, C, carries -0.139; number 8, C, carries -0.138; number 9, C, carries -0.043; number 10, C, carries -0.234; number 11, N, carries 0.004; number 12, C, carries -0.235; number 13, C, carries -0.046; number 14, C, carries -0.140; number 15, C, carries -0.143; number 16, C, carries -0.057; number 17, C, carries -0.204; number 18, N, carries -0.254; number 19, C, carries -0.102; number 20, C, carries -0.077; number 21, H, carries 0.089; number 22, H, carries 0.076; number 23, H, carries 0.053; number 24, H, carries 0.078; number 25, H, carries 0.072; number 26, H, carries 0.078; number 27, H, carries 0.092; number 28, H, carries 0.077; number 29, H, carries 0.084; number 30, H, carries 0.079; number 31, H, carries 0.082; number 32, H, carries 0.085; number 33, H, carries 0.075; number 34, H, carries 0.095; number 35, H, carries 0.070; number 36, H, carries 0.087; number 37, H, carries 0.081; number 38, H, carries 0.089; number 39, H, carries 0.067; number 40, H, carries 0.079; number 41, C, carries -0.230; number 42, Si, carries 0.311; number 43, C, carries -0.207; number 44, C, carries -0.209; number 45, C, carries -0.315; number 46, H, carries 0.000; number 47, H, carries 0.005; number 48, H, carries 0.003; number 49, H, carries 0.008; number 50, H, carries 0.006; number 51, H, carries 0.009; number 52, H, carries 0.007; number 53, H, carries 0.014; number 54, H, carries 0.012; number 55, H, carries -0.063; number 56, H, carries -0.083; number 57, C, carries -0.196; number 58, Si, carries 0.321; number 59, C, carries -0.213; number 60, C, carries -0.213; number 61, C, carries -0.366; number 62, Si, carries 0.317; number 63, C, carries -0.213; number 64, C, carries -0.216; number 65, C, carries -0.204; number 66, H, carries 0.017; number 67, H, carries 0.018; number 68, H, carries 0.000; number 69, H, carries 0.006; number 70, H, carries 0.005; number 71, H, carries 0.005; number 72, H, carries 0.009; number 73, H, carries 0.000; number 74, H, carries 0.015; number 75, H, carries -0.061; number 76, H, carries 0.002; number 77, H, carries 0.009; number 78, H, carries 0.016; number 79, H, carries 0.006; number 80, H, carries 0.005; number 81, H, carries 0.004; number 82, H, carries 0.015; number 83, H, carries 0.012; number 84, H, carries 0.002

Computed, not measured: a structure of composition C27H50OP2Rh at a distorted geometry, with ωB97M-V/def2-TZVPD.

CARTESIAN COORDINATES (ANGSTROEM)
Rh (0.43, -1.21, -1.47)
C (-0.80, -2.11, 1.99)
C (0.49, -2.16, 1.25)
C (0.73, -0.91, 3.22)
C (-0.65, -1.30, 3.11)
C (1.43, -1.50, 2.16)
C (-2.04, -2.88, 1.77)
H (-2.00, -3.47, 0.85)
H (-2.90, -2.19, 1.70)
H (-2.27, -3.57, 2.61)
C (-1.70, -0.90, 4.06)
H (-2.62, -1.50, 3.96)
H (-1.96, 0.15, 3.87)
H (-1.31, -0.98, 5.10)
C (1.26, -0.09, 4.33)
H (0.89, -0.47, 5.30)
H (0.91, 0.94, 4.21)
H (2.36, -0.08, 4.35)
C (2.91, -1.55, 2.15)
H (3.32, -2.04, 3.06)
H (3.32, -0.52, 2.15)
H (3.31, -2.10, 1.29)
C (0.90, -3.52, 0.77)
H (1.14, -4.07, 1.70)
H (1.79, -3.50, 0.13)
H (0.10, -4.07, 0.24)
C (-1.31, 1.24, -3.21)
C (-1.93, -0.18, -3.38)
C (-1.27, -1.15, -4.42)
C (0.21, -1.13, -4.65)
C (0.99, -0.78, -3.38)
C (1.42, 0.57, -3.19)
C (0.97, 1.68, -4.18)
C (-0.52, 1.73, -4.35)
H (-1.77, -0.90, -5.36)
H (0.43, -0.42, -5.46)
H (-1.57, -2.15, -4.12)
H (-0.81, 1.17, -5.24)
H (-2.08, 1.93, -2.79)
H (-3.08, -0.23, -3.61)
H (-0.83, 2.78, -4.54)
H (1.34, 2.63, -3.79)
H (2.52, 0.71, -2.99)
H (1.47, 1.59, -5.16)
H (0.53, -2.11, -5.04)
H (1.69, -1.60, -3.09)
P (-1.61, -0.64, -1.81)
C (-2.72, 0.19, -0.73)
C (-1.37, -2.48, -1.66)
P (2.21, 0.25, -0.13)
C (0.78, 0.88, -0.90)
C (3.26, -0.96, -1.20)
C (2.65, 1.95, 0.29)
H (-2.10, 0.58, 0.09)
H (-3.37, -0.65, -0.46)
H (-3.28, 1.03, -1.20)
H (-0.71, -3.00, -2.37)
H (-2.43, -2.65, -1.91)
H (-1.26, -2.96, -0.69)
H (2.49, 2.53, -0.63)
H (3.67, 1.97, 0.65)
H (1.92, 2.24, 1.05)
H (0.00, 1.28, -0.20)
H (0.74, 1.22, -1.95)
H (4.11, -1.32, -0.59)
H (3.65, -0.43, -2.09)
H (2.68, -1.87, -1.52)
C (-1.76, 3.58, 1.52)
C (-0.82, 2.67, 2.36)
C (0.50, 3.42, 2.60)
C (-1.51, 2.49, 3.73)
O (-0.67, 1.50, 1.77)
H (-1.88, 4.57, 1.99)
H (-2.73, 3.07, 1.45)
H (-1.35, 3.68, 0.51)
H (0.32, 4.32, 3.21)
H (1.20, 2.76, 3.13)
H (0.94, 3.71, 1.65)
H (-2.49, 2.02, 3.57)
H (-0.91, 1.84, 4.38)
H (-1.65, 3.46, 4.23)

Values from the calculation:
multiplicity: 5
gap between HOMO and LUMO (spin up / spin down): 6.9 / 5.0 eV
relative energy (zero: lowest compared OMol25 entry of this formula, charge and spin): 8.1610 eV
charge: +1
E: -52424.099 eV

How is the electron density shared among the atoms? According to Löwdin, the charges in e are: number 1, Rh, carries 0.559; number 2, C, carries -0.197; number 3, C, carries -0.253; number 4, C, carries -0.207; number 5, C, carries -0.195; number 6, C, carries -0.248; number 7, C, carries -0.042; number 8, H, carries 0.051; number 9, H, carries 0.087; number 10, H, carries 0.110; number 11, C, carries -0.010; number 12, H, carries 0.087; number 13, H, carries 0.052; number 14, H, carries 0.099; number 15, C, carries -0.024; number 16, H, carries 0.094; number 17, H, carries 0.053; number 18, H, carries 0.086; number 19, C, carries -0.099; number 20, H, carries 0.108; number 21, H, carries 0.068; number 22, H, carries 0.055; number 23, C, carries -0.085; number 24, H, carries 0.106; number 25, H, carries 0.062; number 26, H, carries 0.066; number 27, C, carries -0.088; number 28, C, carries -0.436; number 29, C, carries -0.198; number 30, C, carries -0.172; number 31, C, carries -0.309; number 32, C, carries -0.210; number 33, C, carries -0.163; number 34, C, carries -0.208; number 35, H, carries 0.122; number 36, H, carries 0.108; number 37, H, carries 0.093; number 38, H, carries 0.106; number 39, H, carries 0.113; number 40, H, carries 0.176; number 41, H, carries 0.131; number 42, H, carries 0.114; number 43, H, carries 0.116; number 44, H, carries 0.127; number 45, H, carries 0.131; number 46, H, carries 0.090; number 47, P, carries 0.807; number 48, C, carries -0.171; number 49, C, carries -0.260; number 50, P, carries 0.878; number 51, C, carries -0.366; number 52, C, carries -0.225; number 53, C, carries -0.253; number 54, H, carries 0.034; number 55, H, carries 0.059; number 56, H, carries 0.077; number 57, H, carries 0.074; number 58, H, carries 0.077; number 59, H, carries -0.006; number 60, H, carries 0.050; number 61, H, carries 0.040; number 62, H, carries 0.002; number 63, H, carries 0.034; number 64, H, carries -0.022; number 65, H, carries 0.041; number 66, H, carries 0.026; number 67, H, carries 0.026; number 68, C, carries -0.008; number 69, C, carries -0.734; number 70, C, carries -0.035; number 71, C, carries -0.016; number 72, O, carries 0.056; number 73, H, carries 0.102; number 74, H, carries 0.087; number 75, H, carries 0.085; number 76, H, carries 0.097; number 77, H, carries 0.078; number 78, H, carries 0.073; number 79, H, carries 0.089; number 80, H, carries 0.071; number 81, H, carries 0.106

> The highest relative energy (zero: lowest compared OMol25 entry of this formula, charge and spin) belongs to which entry?

C27H50OP2Rh

> Which of these has the lowest E?

C27H50LiN3Si3

> Which value of relative energy (zero: lowest compared OMol25 entry of this formula, charge and spin) does entry 2 give?

8.1610 eV

> Among the records above, which one has the highest relative energy (zero: lowest compared OMol25 entry of this formula, charge and spin)?

C27H50OP2Rh